C6H12Cl2N2O | the ωB97M-V functional and the def2-TZVPD basis

Summary:
Energy relative to the best compared isomer or geometry (same formula, charge and spin) in kJ/mol: 11.2
HOMO energy in eV: -9.0
LUMO in eV: 0.58
Structure (SMILES): CC1(C)CN(Cl)[C@@](C)(O)N1Cl

```
23
Properties=species:S:1:pos:R:3:forces:R:3:mulliken_charge:R:1
C 1.382167 -1.428369 -0.393426 0.367 1.306 1.466 -1.273
H 1.071284 -2.523395 -0.320768 0.859 1.353 -0.598 0.374
Cl -1.623518 0.576039 2.919175 -0.424 -0.298 0.372 -0.133
O 0.949997 1.117193 1.903834 -0.117 -0.298 -0.644 -0.570
C -0.433987 2.737300 0.770280 -4.486 1.049 0.031 -1.604
N -1.253930 0.354718 1.260183 1.380 0.782 0.134 -0.187
H -0.870621 2.921778 -0.278042 0.434 -0.170 1.813 0.329
C 0.036185 -0.609653 -0.401928 0.518 -3.567 -0.286 1.291
H -1.095126 3.254338 1.583286 0.960 -1.356 -1.400 0.273
H 0.023399 -1.411678 1.534520 1.650 -0.028 2.067 0.481
H -1.440129 -1.615534 0.925281 -2.761 -2.284 -0.919 0.542
Cl 1.482794 1.486019 -1.248672 -0.306 -0.011 0.492 -0.103
N 0.166835 0.809407 -0.378668 0.189 -0.314 -0.189 -0.074
H -1.431809 -0.270748 -2.049145 1.384 -1.639 1.077 0.324
C -0.673814 -0.963639 0.916313 0.554 3.378 -0.719 -1.362
H -0.200979 -1.525888 -2.369640 0.500 -0.304 -0.430 0.390
C -0.789192 -1.151128 -1.557360 -0.248 4.750 -2.574 -1.649
H 1.929706 -1.143432 0.632825 -0.803 -0.639 -2.460 0.243
C -0.147370 1.285921 0.926781 0.983 0.921 1.182 1.086
H 1.967548 -1.046282 -1.312011 -0.608 -1.417 1.528 0.448
H 0.462992 3.214388 0.828408 2.585 1.514 -0.093 0.536
H 1.184867 1.878697 2.475726 -0.809 -0.452 -0.902 0.313
H -1.504001 -1.828306 -1.312407 -1.799 -2.278 1.053 0.324
```
Positions in Å, forces in eV/Å.



C6H12Cl2NO | the ωB97M-V functional and the def2-TZVPD basis

Summary:
Energy relative to the best compared isomer or geometry (same formula, charge and spin) in kJ/mol: 0.0
Total charge: +1
HOMO energy in eV: -14.3
LUMO in eV: -3.96
Structure (SMILES): C[N+](C)=C(Cl)[C@H](Cl)CCO

```
22
Properties=species:S:1:pos:R:3:forces:R:3:mulliken_charge:R:1
N -0.327168 -1.265608 -0.808108 -0.598 0.439 0.624 0.075
C 0.701580 0.073262 1.302199 -2.510 -1.039 -2.177 0.011
H -1.122158 -3.005286 -1.609989 0.057 0.092 0.040 0.369
Cl 0.842693 -1.222379 2.480463 0.091 0.064 0.028 -0.085
O 0.399461 1.910452 -0.492768 0.203 -0.016 -0.245 -0.471
H 1.497071 -0.516894 -1.497606 -0.076 -0.013 -0.008 0.324
H -1.351100 -1.555203 -2.601446 0.078 0.041 0.058 0.377
H 1.128986 1.770055 2.463751 -0.009 -0.096 0.041 0.440
H -2.332724 -1.798520 -1.145509 0.140 0.001 -0.037 0.350
C -0.591556 -0.530667 0.209926 3.070 0.977 2.067 0.405
H 1.594730 0.148598 0.692411 -0.056 -0.142 0.051 0.482
Cl -2.129065 -0.221592 0.767331 -0.382 -0.022 -0.005 -0.099
H -0.562007 1.292318 2.547956 0.052 -0.061 0.046 0.395
H -1.141722 2.570556 0.709194 0.197 -0.017 0.061 0.322
C -1.346493 -1.937421 -1.579827 -0.831 -0.497 -0.576 -0.965
C 0.286358 1.403833 1.874909 0.059 0.177 -0.304 -0.922
C 1.031900 -1.474428 -1.264085 1.087 0.036 -0.099 -0.975
H 1.622172 -1.981151 -0.499928 -0.091 -0.022 0.003 0.370
H 1.020881 -2.088244 -2.161281 -0.100 0.043 0.082 0.412
C -0.055066 2.413395 0.754709 -0.294 0.300 0.442 -0.526
H 0.421237 2.636384 -1.125349 -0.006 -0.075 -0.024 0.335
H 0.411990 3.378541 0.983047 -0.080 -0.170 -0.069 0.377
```
Positions in Å, forces in eV/Å.



C6H12Cl6F6MgN3O12S6 | the ωB97M-V functional and the def2-TZVPD basis

Summary:
Energy relative to the best compared isomer or geometry (same formula, charge and spin) in kJ/mol: 343.3
Total charge: -1
HOMO energy in eV: -7.8
LUMO in eV: -0.21

```
52
Properties=species:S:1:pos:R:3:forces:R:3:mulliken_charge:R:1
H 0.084968 -5.413796 -5.013398 0.003 -0.050 0.347 0.368
C -2.701172 4.323604 -0.084378 -0.224 1.036 0.274 -0.400
H 3.352638 1.358274 -5.861088 -0.057 0.201 0.177 0.399
H -3.087712 3.699064 0.721002 0.270 0.047 -0.037 0.282
S -1.523222 -0.488416 -0.311438 -10.682 -4.395 3.273 0.823
Mg 0.861378 0.414494 1.422152 -0.100 1.391 3.098 1.089
F 3.233798 -0.743216 6.102382 0.389 -1.309 0.383 -0.334
Cl 2.642548 -4.115296 -4.429078 0.057 0.096 -0.332 -0.202
O 0.853678 -1.212406 2.344252 2.555 -1.379 -0.703 -0.415
F -1.295862 3.163184 3.513282 -0.021 -0.757 0.394 -0.229
Cl -0.258552 3.313564 0.689912 -0.002 0.539 -0.297 -0.163
S -1.558852 1.597724 3.678542 2.332 -0.741 -1.453 1.205
O 2.282018 -3.033846 6.425712 0.465 2.651 -3.484 -0.580
S -2.195612 1.858204 5.939922 -3.022 1.931 9.155 0.995
O -2.279292 3.297414 6.117442 0.252 -1.073 -1.588 -0.608
O -2.548362 0.536934 -0.495908 2.418 -1.208 -0.662 -0.525
H 1.002848 -3.224966 -2.958318 -0.255 0.484 -0.833 0.011
O -0.522642 1.057014 2.775932 0.067 0.304 0.284 -0.204
O -1.628442 -1.782686 -1.006858 0.658 3.007 0.319 -0.594
O 1.066608 -0.866866 -2.351608 -2.709 1.652 2.022 -0.486
F -1.876222 -0.895886 1.217572 0.642 0.006 -0.870 -0.267
Cl -1.606872 -4.682786 -3.453748 0.733 -0.180 -0.068 -0.192
F -0.643512 -1.637596 3.885652 -0.633 -0.427 0.306 -0.257
O -2.910412 1.420764 3.226332 1.373 -0.020 0.845 -0.563
C 1.888228 -0.164276 -5.671358 -0.529 0.067 -0.348 -0.256
F 1.304748 1.281234 -1.460878 0.770 0.309 1.419 -0.280
F -1.502152 1.466474 7.380012 -0.715 0.138 0.389 -0.367
S 0.861038 -1.979436 3.589812 -4.741 0.806 3.403 1.019
Cl 2.617778 -1.168946 -6.915318 0.967 -0.697 -0.406 -0.222
H 3.527058 0.500354 -4.322468 -0.291 -0.136 0.003 0.254
O 0.847308 -3.431126 3.691252 1.287 2.446 -1.261 -0.547
N -0.973302 1.194784 5.331632 0.077 0.384 -7.492 -0.134
H -0.898222 4.847844 -1.082208 0.293 -0.315 0.188 0.490
H 1.174728 0.377404 -6.292328 -0.398 0.009 0.732 0.319
Cl 1.683948 2.016514 -4.283818 0.497 0.395 -0.088 -0.185
H -1.484552 3.160214 -1.317268 0.361 -0.021 -0.044 0.012
N 1.407888 -1.046896 4.942022 -1.260 -3.173 -4.861 -0.061
O -0.621422 0.969654 -2.601398 -0.993 -1.547 1.508 -0.473
H -3.429312 4.344064 -0.895238 0.171 -0.174 -0.032 0.339
H 1.122518 -4.865816 -2.803158 0.451 -0.372 -0.128 0.383
O 3.626918 -2.359526 4.375702 -2.101 0.022 0.441 -0.561
Cl -2.627312 6.050044 0.477132 -0.261 -0.285 0.268 -0.224
C -0.092082 -4.503226 -4.441038 -0.628 0.959 -0.633 -0.440
S 2.560388 -2.047856 5.328672 4.665 -0.378 5.956 0.916
H -0.395132 -3.729546 -5.146508 0.382 0.019 -0.070 0.228
S 0.215898 0.184274 -1.740998 5.695 -0.104 -3.659 0.538
H 1.426838 -0.830006 -4.941968 -0.079 0.304 -0.036 0.089
C 1.097348 -4.109726 -3.587888 -0.772 -0.924 1.744 -0.104
N -0.112542 -0.081406 -0.033688 2.567 1.386 -5.842 0.407
C 2.808238 0.861814 -5.057808 0.058 -0.035 -0.374 -0.377
O -3.439912 1.148284 5.989932 0.416 0.055 -0.907 -0.592
C -1.338662 3.972374 -0.605078 -0.401 -0.950 -0.420 -0.322
```
Positions in Å, forces in eV/Å.



C6H12ClNO | the ωB97M-V functional and the def2-TZVPD basis

Summary:
Energy relative to the best compared isomer or geometry (same formula, charge and spin) in kJ/mol: 244.7
HOMO energy in eV: -8.9
LUMO in eV: 0.77
Structure (SMILES): CN(Cl)[C@]1(O)CC1(C)C

```
21
Properties=species:S:1:pos:R:3:forces:R:3:mulliken_charge:R:1
H 1.810692 -0.922814 0.735434 0.270 -0.063 0.131 0.250
C 0.587087 0.230022 -0.113860 -1.811 -2.581 -2.174 0.047
H -1.922826 -0.696502 1.704941 0.378 1.345 -1.315 0.347
C -1.822023 -0.294221 0.629379 0.464 -2.525 1.243 -2.028
Cl 0.481684 1.779503 1.947150 0.142 -0.055 0.684 -0.161
C -0.498635 -0.825836 -0.004236 -2.622 0.983 1.076 1.829
H 2.276492 2.080172 -0.285817 -0.375 1.107 -0.673 0.306
H -1.074016 -2.663383 0.920317 -0.661 -0.540 0.506 0.419
H -1.885597 0.739688 0.467197 -0.054 1.558 0.545 0.563
H 0.180772 -1.063289 -2.158307 -0.653 0.861 0.909 0.271
H -1.144842 0.294253 -1.780225 0.668 -0.625 0.019 0.328
O 1.848539 -0.266426 0.035286 1.147 -0.241 -0.386 -0.559
H 1.203656 3.663219 -0.249688 -0.388 -2.824 0.408 0.239
H 0.062084 -2.802169 -0.403873 0.229 -1.444 -1.727 0.410
C 1.240180 2.487938 -0.437484 1.718 1.452 -1.198 -0.721
C -0.237804 -2.253577 0.419480 2.416 1.851 1.300 -1.353
H 0.881327 2.373418 -1.472060 0.731 0.105 -0.001 0.291
H -2.709283 -0.702276 0.161873 -0.040 -0.458 -0.568 0.438
N 0.415035 1.556153 0.240535 -2.530 0.811 0.810 0.073
C -0.383618 -0.425808 -1.422430 2.165 1.481 0.473 -1.256
H 0.691095 -2.288064 1.066387 -1.198 -0.200 -0.062 0.268
```
Positions in Å, forces in eV/Å.



Q: Which value of energy relative to the best compared isomer or geometry (same formula, charge and spin) does entry 1 give?
A: 11.2 kJ/mol